# 1
A 5-piece molecular cluster, C22H39O13P overall, computed with ωB97M-V/def2-TZVPD.

The HOMO-LUMO gap is 8.458 eV. As for the max |F|: 0.28 eV Å⁻¹.

ORCA input file:
```
! RIJCOSX wB97M-V def2-TZVPD def2/J DEFGRID3
* xyz 0 1
C 2.6296 2.6826 0.4827
C 1.4093 1.9865 -0.1140
C 1.6525 0.4868 -0.3804
C 0.7348 -0.4620 0.3996
C -0.6145 -0.7659 -0.2784
C -1.3107 0.4526 -0.8971
C -2.4019 0.1178 -1.9288
P -4.1880 0.2775 -1.4872
C -4.2679 1.8958 -0.5976
C -5.3681 1.9492 0.4571
C -5.0645 1.0869 1.6814
O -5.6030 3.3054 0.8624
H 2.8798 2.2764 1.4673
H 3.5072 2.5450 -0.1579
H 2.4606 3.7563 0.6008
H 0.5619 2.1084 0.5676
H 1.1153 2.5008 -1.0320
H 2.6861 0.2481 -0.1172
H 1.5392 0.2842 -1.4516
H 0.5624 -0.0465 1.4001
H 1.2607 -1.4081 0.5595
H -0.4755 -1.5374 -1.0454
H -1.2863 -1.2131 0.4633
H -1.7531 1.0366 -0.0832
H -0.5624 1.1058 -1.3478
H -2.2665 0.6809 -2.8566
H -2.3278 -0.9402 -2.2045
H -4.1130 -0.5781 -0.3625
H -4.4984 2.6368 -1.3707
H -3.3179 2.1760 -0.1303
H -6.3099 1.6179 0.0073
H -5.4523 0.0731 1.5668
H -5.5375 1.5336 2.5563
H -3.9878 1.0221 1.8676
H -4.8173 3.8276 0.6527
O -0.3894 4.7172 -0.8145
C 0.3191 5.3244 -1.5465
O 0.9387 6.4885 -1.2408
C 1.8759 6.7997 -2.2756
C 1.3212 6.0184 -3.4567
O 0.6303 4.9462 -2.8093
H 1.8962 7.8757 -2.4216
H 2.8619 6.4450 -1.9714
H 0.6017 6.5983 -4.0363
H 2.0799 5.6036 -4.1138
O -5.0537 -3.1456 -2.2113
C -4.4388 -3.5866 -1.2943
O -4.8690 -4.5654 -0.4697
C -3.7794 -4.9723 0.3708
C -2.8795 -3.7495 0.3422
O -3.2026 -3.1737 -0.9292
H -4.1670 -5.2182 1.3546
H -3.2992 -5.8458 -0.0685
H -3.1330 -3.0275 1.1218
H -1.8204 -3.9795 0.3674
O -0.5933 -6.3036 1.8285
C 0.4182 -5.7205 1.5968
O 1.6205 -6.0076 2.1307
C 2.6211 -5.2218 1.4642
C 1.8053 -4.0654 0.9131
O 0.5107 -4.6644 0.7594
H 3.3762 -4.9165 2.1816
H 3.0668 -5.8336 0.6786
H 1.7387 -3.2405 1.6189
H 2.1423 -3.6977 -0.0518
O 3.8316 -2.0746 2.0917
C 4.8094 -1.4442 1.8412
O 6.0344 -1.6952 2.3460
C 6.9945 -0.8851 1.6548
C 6.1311 0.2456 1.1174
O 4.8476 -0.3827 1.0112
H 7.7596 -0.5695 2.3573
H 7.4405 -1.4822 0.8586
H 6.0500 1.0779 1.8173
H 6.4269 0.6094 0.1382
*
```

# 2
C54H122N8O20Ti as an isolated structure in a non-equilibrium geometry, computed with ωB97M-V/def2-TZVPD.

The HOMO-LUMO gap (spin up / spin down) is 4.019 / 5.128 eV. As for the max |F|: 5.12 eV Å⁻¹.

ORCA input file:
```
! RIJCOSX wB97M-V def2-TZVPD def2/J DEFGRID3
* xyz -1 4
Ti -21.4141 -23.6063 3.9093
C -24.9416 -21.8933 2.6939
C -26.3613 -21.7821 3.2400
C -26.6418 -22.5670 4.4424
O -27.7554 -22.6435 5.0547
C -25.4755 -23.2843 5.0079
C -24.1753 -23.2950 4.4780
C -23.9120 -22.7414 3.2450
O -22.6589 -22.7165 2.8028
O -22.9763 -23.7823 5.1068
O -27.2329 -20.9972 2.6878
H -24.8656 -21.4868 1.6983
H -25.8444 -23.8250 5.8900
C -13.9055 -23.6201 2.5358
O -14.3831 -24.1098 1.3292
C -13.9643 -23.2665 0.2856
C -14.4367 -23.7181 -1.0807
N -14.0188 -25.0834 -1.3514
C -14.7798 -25.8343 -2.2801
C -14.4728 -27.2948 -2.0823
O -14.7145 -27.6312 -0.7345
C -14.5533 -29.0354 -0.5038
H -14.4962 -22.7566 2.9210
H -12.8669 -23.3084 2.4539
H -13.9430 -24.5052 3.2222
H -12.8978 -23.2033 0.3574
H -14.3501 -22.2714 0.4276
H -14.0343 -23.0176 -1.8292
H -15.5430 -23.5511 -1.1400
H -13.9577 -25.6054 -0.4735
H -14.4956 -25.5341 -3.3229
H -15.8777 -25.7796 -2.0659
H -13.5037 -27.5086 -2.3546
H -15.1871 -27.8753 -2.6486
H -13.5382 -29.3217 -0.6290
H -15.1969 -29.6301 -1.1711
H -14.9103 -29.4064 0.4207
C -23.6360 -27.3230 5.4833
O -23.1691 -27.5897 6.8283
C -24.3330 -27.4341 7.6978
C -23.8872 -27.0436 9.0638
N -23.1236 -28.1521 9.7151
C -22.4415 -27.7173 10.9271
C -21.8596 -28.8989 11.6109
O -20.9352 -29.5595 10.7609
C -20.2512 -30.6589 11.2996
H -23.0019 -27.9087 4.8514
H -23.5185 -26.2975 5.1593
H -24.6990 -27.5742 5.3600
H -24.8084 -28.4084 7.7553
H -25.0338 -26.6796 7.3407
H -24.7626 -26.7473 9.6963
H -23.2492 -26.1494 8.9549
H -22.4545 -28.5624 9.0538
H -23.1050 -27.0188 11.4567
H -21.6222 -27.0258 10.5882
H -22.6094 -29.5823 12.0012
H -21.3040 -28.5053 12.4481
H -19.4561 -30.9857 10.5617
H -20.8897 -31.5267 11.4023
H -19.7438 -30.3423 12.1637
C -23.8790 -21.4043 7.8119
O -22.6304 -20.7418 7.6316
C -22.1635 -20.8072 6.2399
C -20.8158 -20.1486 6.1161
N -19.7012 -20.9775 6.6889
C -18.3973 -20.2949 6.7575
C -18.3259 -19.2237 7.8539
O -18.5713 -19.8390 9.0509
C -19.7505 -19.4559 9.6951
H -23.7901 -22.4373 7.4828
H -24.6664 -20.9568 7.1849
H -24.0201 -21.2923 8.8858
H -22.8074 -20.2201 5.6552
H -22.1875 -21.8114 5.8008
H -20.8290 -19.1481 6.6504
H -20.5821 -19.9604 5.0996
H -20.0126 -21.2651 7.6202
H -18.0796 -19.9157 5.7571
H -17.6711 -21.0913 7.0178
H -19.0632 -18.3866 7.7303
H -17.3592 -18.7561 7.8594
H -20.6435 -19.7969 9.1302
H -19.8463 -18.3753 9.8082
H -19.6927 -19.9466 10.6454
C -21.1346 -23.1227 9.3983
O -20.2473 -23.5746 8.3805
C -20.8806 -24.4467 7.4992
C -19.7631 -24.8259 6.5031
N -19.6643 -23.7036 5.4968
C -18.4691 -23.8376 4.6287
C -18.3458 -22.6428 3.6506
O -19.6620 -22.3923 3.2505
C -19.7389 -21.4908 2.1456
H -22.1405 -22.8422 9.1359
H -20.6344 -22.1985 9.8163
H -21.1670 -23.8535 10.1880
H -21.7302 -24.0026 6.9840
H -21.2104 -25.4174 7.9656
H -19.9323 -25.8099 6.0095
H -18.8231 -24.9277 7.0468
H -19.4586 -22.8860 6.0209
H -18.5406 -24.6559 3.8647
H -17.4958 -24.0231 5.0675
H -17.6399 -22.9066 2.7874
H -18.0206 -21.7351 4.2121
H -20.7505 -21.1052 2.1983
H -19.6756 -21.9718 1.1120
H -18.9139 -20.7867 2.2162
C -26.1512 -18.7017 0.9375
O -26.7555 -19.0102 -0.3406
C -27.5314 -20.2090 -0.2817
C -26.7140 -21.4830 -0.3100
N -26.2839 -21.7225 -1.6843
C -25.4622 -22.9785 -1.8165
C -24.2043 -22.9895 -0.9636
O -23.3753 -21.8558 -1.3496
C -22.4683 -21.2904 -0.4496
H -26.8759 -18.5816 1.7322
H -25.4662 -17.9246 0.8085
H -25.6299 -19.6028 1.2539
H -28.2972 -20.2329 -1.0888
H -28.0731 -20.2092 0.7242
H -27.3131 -22.3568 0.0403
H -25.9495 -21.3239 0.4181
H -25.6813 -20.9973 -2.0685
H -25.1055 -23.0965 -2.9094
H -26.0529 -23.8773 -1.6431
H -23.7119 -23.9331 -1.1720
H -24.4529 -22.9821 0.1374
H -22.8109 -21.2892 0.6180
H -22.1857 -20.3157 -0.8217
H -21.5524 -21.8674 -0.4598
C -17.5700 -13.8203 3.7554
O -18.6785 -14.1488 2.9869
C -19.2102 -13.1164 2.1857
C -20.3397 -13.6777 1.2756
N -21.4999 -14.0470 2.0805
C -22.5513 -14.7708 1.3508
C -22.4340 -16.2758 1.1772
O -22.4568 -16.7934 2.4934
C -22.4185 -18.2474 2.5720
H -17.6814 -12.8801 4.4127
H -16.6582 -13.5035 3.1283
H -17.3127 -14.6720 4.3843
H -18.4148 -12.7905 1.5723
H -19.6336 -12.3106 2.7659
H -19.8080 -14.4959 0.6833
H -20.6117 -12.8973 0.5676
H -21.2494 -14.5960 2.9120
H -22.7025 -14.2746 0.3779
H -23.5304 -14.6077 1.9068
H -21.5318 -16.5721 0.6514
H -23.2733 -16.6437 0.5760
H -22.5416 -18.5291 3.6271
H -21.5170 -18.7601 2.1999
H -23.2579 -18.6430 2.0274
C -18.2265 -17.3296 4.3419
O -17.2230 -17.5410 3.3648
C -17.8077 -17.4982 2.0269
C -16.5874 -17.2738 1.0955
N -15.8147 -18.5269 1.0457
C -14.4631 -18.3719 0.5074
C -13.8507 -19.7099 0.3529
O -13.6313 -20.4254 1.5388
C -12.6590 -19.7549 2.3817
H -17.7387 -17.4118 5.3292
H -19.0156 -18.0421 4.2541
H -18.7377 -16.3540 4.1405
H -18.4722 -16.6510 1.8828
H -18.3385 -18.4490 1.8085
H -15.9846 -16.4116 1.3604
H -16.8695 -17.0791 0.0771
H -15.8499 -18.9553 1.9467
H -13.8308 -17.6168 1.0995
H -14.4981 -17.8574 -0.4534
H -12.9429 -19.6599 -0.2924
H -14.5562 -20.2115 -0.3258
H -12.5352 -20.3076 3.2658
H -13.0798 -18.7413 2.6323
H -11.6563 -19.6681 1.8892
C -18.9550 -28.4530 2.1539
O -19.8867 -27.5455 1.5294
C -20.7767 -27.0559 2.5362
C -21.5991 -25.8968 1.9305
N -20.8358 -24.5806 1.8365
C -19.5672 -24.6197 1.1081
C -19.6966 -24.8536 -0.4037
O -19.7418 -23.5105 -0.9102
C -19.6558 -23.2625 -2.2962
H -18.4359 -28.0173 2.9926
H -18.1695 -28.6769 1.3996
H -19.4349 -29.3411 2.4877
H -20.2363 -26.7362 3.4704
H -21.4674 -27.7744 2.9309
H -22.5796 -25.6358 2.4325
H -21.9190 -26.2164 0.9292
H -21.3764 -23.9156 1.3206
H -18.9459 -25.3921 1.5528
H -19.0177 -23.7192 1.2883
H -20.6232 -25.3376 -0.7249
H -18.8494 -25.4174 -0.9400
H -18.7526 -23.7845 -2.6823
H -19.5663 -22.2143 -2.4599
H -20.4778 -23.7577 -2.9213
*
```

# 3
C24H44BeBrCl4IInLiNO10P as an isolated structure in a non-equilibrium geometry, computed with ωB97M-V/def2-TZVPD.

The HOMO-LUMO gap is 1.678 eV. As for the max |F|: 5.84 eV Å⁻¹.

ORCA input file:
```
! RIJCOSX wB97M-V def2-TZVPD def2/J DEFGRID3
* xyz 0 1
C -0.7214 -3.7735 1.2174
O -0.3756 -3.6726 -0.2258
C -1.3185 -2.7463 -0.8745
C -0.7930 -2.1305 -2.3111
C 0.8257 -1.8789 -2.3945
C 1.2417 -0.6291 -1.3940
C 2.1368 0.5448 -2.1500
C 3.3479 0.9447 -1.1199
C 3.0619 2.2618 -0.1865
C 1.5503 2.3562 0.4414
In 1.2966 1.3045 2.4502
I 2.2386 -1.3445 2.5141
C -0.9713 1.3639 2.8842
C -1.8021 0.8162 1.5672
C -3.2281 0.1681 2.0953
O -3.1139 -1.2907 2.2640
C -2.8170 -1.6273 3.6791
P 2.3718 2.6259 4.3943
O 3.5910 3.7116 3.7279
O 3.1844 1.3893 5.3760
H -0.9348 -2.7081 1.7043
H 0.1313 -4.2579 1.8673
H -1.6891 -4.4549 1.3725
H -2.2880 -3.3906 -1.1389
H -1.6903 -1.8723 -0.1624
H -1.3096 -1.0644 -2.4473
H -1.0844 -2.8236 -3.2352
H 1.3699 -2.8603 -2.0024
H 1.2342 -1.7028 -3.4928
H 1.8913 -1.1190 -0.5278
H 0.3005 -0.1451 -0.8443
H 2.4817 0.1506 -3.1970
H 1.3834 1.4438 -2.3714
H 3.7065 0.0835 -0.4125
H 4.2880 1.2160 -1.8038
H 3.8041 2.1754 0.7444
H 3.3571 3.2908 -0.7147
H 1.3573 3.5129 0.6652
H 0.6887 2.0264 -0.2813
H -1.2131 0.7974 3.8793
H -1.3379 2.4869 3.0489
H -1.1595 0.0627 0.9103
H -2.0039 1.7569 0.8695
H -3.4826 0.6995 3.1106
H -4.0665 0.3967 1.2818
H -3.5591 -1.0747 4.4009
H -1.6880 -1.3645 3.9232
H -2.9321 -2.7805 3.8986
H 4.0514 4.0776 4.5628
H 3.3780 0.5807 4.7973
C -7.2309 0.0894 3.5168
C -7.3911 -0.4695 2.1143
O -8.6733 -0.1321 1.5686
C -8.8109 1.1466 1.1371
O -7.9516 2.0129 1.1695
O -10.0829 1.3063 0.6913
C -10.3940 2.6436 0.3082
H -8.0586 -0.2337 4.1575
H -6.2877 -0.2417 3.9606
H -7.2419 1.1834 3.5146
H -7.3410 -1.5631 2.1516
H -6.5864 -0.1333 1.4488
H -9.6750 3.0272 -0.4236
H -10.4239 3.2858 1.1940
H -11.3859 2.6433 -0.1526
Be 1.7730 5.0111 5.7030
C 10.2207 2.4315 -2.0949
C 9.1079 3.2723 -2.0389
C 7.9435 2.9392 -2.7335
C 7.9026 1.7542 -3.4810
C 9.0208 0.9122 -3.5453
C 10.1807 1.2572 -2.8486
N 6.6729 1.3858 -4.1928
O 5.7116 2.1662 -4.1268
O 6.6650 0.3141 -4.8152
H 11.1245 2.6926 -1.5470
H 9.1473 4.1865 -1.4505
H 7.0848 3.6050 -2.6796
H 9.0046 -0.0080 -4.1255
H 11.0530 0.6087 -2.8898
C -1.8223 -5.2042 -5.2177
Cl -1.7331 -6.7387 -6.1186
Cl -3.4947 -4.5906 -5.2537
Cl -1.3262 -5.4775 -3.5284
Cl -0.7352 -4.0097 -5.9701
Br -3.7462 -1.5547 0.4404
Li -4.4418 -6.7493 -5.8563
O 5.1782 -2.0758 0.6148
H 4.3532 -2.2262 1.0391
*
```

# 4
A 6-piece molecular cluster, H13O6 overall in a non-equilibrium geometry, computed with ωB97M-V/def2-TZVPD.

The calculation puts the relative energy (zero: lowest compared OMol25 entry of this formula, charge and spin) at 1.129 eV. The HOMO-LUMO gap is 11.398 eV. As for the max |F|: 2.68 eV Å⁻¹.

ORCA input file:
```
! RIJCOSX wB97M-V def2-TZVPD def2/J DEFGRID3
* xyz 1 1
O 0.4182 1.1734 3.2523
H 0.4393 1.9989 3.7494
H 1.1459 0.6471 3.6021
O -1.4203 1.4533 -1.4728
H -1.0311 1.8912 -2.2488
H -1.5924 2.2339 -0.9122
O 0.5911 0.3071 -0.5884
H -0.4062 0.6868 -0.7949
H 0.5100 -0.5996 -0.9562
O 1.9702 0.8916 -3.8782
H 2.4651 0.4885 -3.1583
H 2.0080 0.2644 -4.6099
O -1.0441 -3.2864 1.1397
H -1.9135 -3.7063 1.0781
H -0.4896 -4.0743 1.0264
O -0.5675 -0.3921 1.4219
H -0.8000 -1.2557 1.8352
H -0.5967 0.1281 2.2780
H 0.3579 -0.0581 0.4197
*
```

# 5
C53H50OP2PdSi2 as an isolated structure in a non-equilibrium geometry, computed with ωB97M-V/def2-TZVPD.

The calculation puts the relative energy (zero: lowest compared OMol25 entry of this formula, charge and spin) at 2.001 eV. The HOMO-LUMO gap is 4.345 eV. As for the max |F|: 2.56 eV Å⁻¹.

ORCA input file:
```
! RIJCOSX wB97M-V def2-TZVPD def2/J DEFGRID3
* xyz -2 1
Pd 0.5602 -0.3945 0.0770
C 1.0046 -0.7254 4.0393
Si 0.6889 -1.3597 2.1580
C 1.7561 -2.9854 2.1818
C 1.3437 -4.1384 2.8095
C 2.1163 -5.2982 2.8508
C 3.3689 -5.2454 2.2377
C 3.8366 -4.0695 1.6442
C 3.0280 -2.9237 1.5998
P 3.4922 -1.3337 0.7616
C 2.5467 -1.4975 -0.7657
C 2.3221 -0.2969 -1.4968
C 1.9629 -0.3199 -2.8447
C 1.8468 -1.5582 -3.5460
C 1.9598 -2.7478 -2.8041
C 2.3025 -2.6993 -1.4754
C 5.1555 -1.8880 0.0322
C 6.2852 -1.5316 0.7709
C 7.5718 -1.8256 0.2859
C 7.7409 -2.4882 -0.9318
C 6.6326 -2.8062 -1.7106
C 5.3720 -2.5379 -1.1922
C -1.1562 -1.9994 2.3968
C -1.5366 -2.4828 3.6563
C -2.8246 -2.9373 3.8573
C -3.7726 -2.8045 2.8383
C -3.3855 -2.2300 1.6660
C -2.1096 -1.8429 1.3666
P -1.5334 -1.0963 -0.2225
C -2.7138 0.3250 -0.2488
C -3.4665 0.6176 -1.3162
C -4.3546 1.8425 -1.3833
C -4.5526 2.5347 -0.2659
C -3.9050 2.2493 1.0514
C -2.6841 1.2507 0.9427
C -2.2022 -2.3071 -1.4340
C -3.5117 -2.5444 -1.7936
C -3.8645 -3.4793 -2.7491
C -2.8895 -4.2800 -3.3143
C -1.5635 -4.1120 -2.9376
C -1.2240 -3.0480 -2.0894
H 1.2366 -1.6401 4.6321
H 0.1119 -0.2543 4.3775
H 1.8773 -0.0990 4.0510
H 0.4201 -4.1050 3.4534
H 1.8609 -6.1788 3.3945
H 3.9827 -6.1621 2.2592
H 4.8722 -3.9967 1.3171
H 2.5165 0.6330 -1.0013
H 1.8086 0.5577 -3.4184
H 1.5384 -1.5415 -4.5681
H 1.8576 -3.7409 -3.2866
H 2.5623 -3.6222 -0.9020
H 6.1012 -0.9912 1.6914
H 8.4638 -1.5093 0.8425
H 8.7491 -2.6934 -1.2855
H 6.7556 -3.2796 -2.6725
H 4.4968 -2.8447 -1.7441
H -0.8667 -2.5429 4.5073
H -3.1642 -3.3986 4.8102
H -4.7811 -3.1865 3.0031
H -4.1325 -2.0326 0.9259
H -3.3646 0.0585 -2.2111
H -4.7792 2.1641 -2.3370
H -5.2618 3.3748 -0.3143
H -4.7540 1.9827 1.7389
H -2.6284 0.6647 1.8817
H -4.2901 -2.0017 -1.2584
H -4.9156 -3.4820 -3.0719
H -3.0516 -5.0080 -4.1094
H -0.8218 -4.8259 -3.2856
H -0.1578 -2.8025 -1.8306
C -0.7987 5.8961 0.0548
C 0.2749 4.7998 -0.0835
C 1.1537 4.8532 1.1932
C 1.2484 5.0170 -1.2672
Si -0.4333 3.0140 -0.3338
O 0.7298 1.9590 -0.2632
C -1.3049 2.9909 -2.0409
C -1.0188 1.8427 -2.8055
C -1.4590 1.6405 -4.0950
C -2.1278 2.6914 -4.7305
C -2.3077 3.8796 -4.0449
C -1.9175 4.0542 -2.7024
C -1.6652 2.5145 1.0706
C -2.9230 3.3714 1.4821
C -2.9981 3.7363 2.9592
C -2.0616 3.4333 3.8576
C -0.8207 2.7253 3.4418
C -0.6718 2.3504 2.1766
H -0.3385 6.9010 0.0661
H -1.3381 5.6614 0.9922
H -1.5997 5.8228 -0.6651
H 1.7813 5.7305 1.1640
H 1.8330 3.9790 1.1357
H 0.5874 4.8378 2.0986
H 1.7306 6.0140 -1.1803
H 0.7685 4.9827 -2.2524
H 1.9830 4.2155 -1.2004
H -0.4118 1.0637 -2.3440
H -1.3269 0.6976 -4.6497
H -2.4301 2.5782 -5.7918
H -2.7985 4.6622 -4.5504
H -2.1396 4.9913 -2.2097
H -3.0780 4.2802 0.9112
H -3.9121 4.1715 3.3460
H -2.2815 3.7483 4.8723
H -0.0333 2.5704 4.1877
H 0.2191 1.8417 1.9096
*
```